One molecule with the formula C6H7N, computed with ωB97M-V/def2-TZVPD.

Output
Kohn-Sham gap (alpha / beta): 0.304 / 0.304 Eh
SMILES string: C=C1CC2=N[C@@H]2C1
Energy above the lowest of the compared OMol25 structures with the same formula, charge and spin: 127.6 kcal/mol
E_HOMO (alpha / beta): -7.88 / -7.88 eV
LUMO (alpha / beta): 0.4 / 0.4 eV

Geometry as ORCA input:
```
! RIJCOSX wB97M-V def2-TZVPD def2/J DEFGRID3
* xyz 0 1
C -0.85 0.12 -1.49
C 0.05 0.03 0.67
C 0.65 0.56 1.71
C 0.95 -0.93 -0.19
C -1.26 0.48 0.04
C 0.75 -0.45 -1.55
N 0.32 0.54 -2.22
H -1.63 -0.38 -2.02
H 0.10 1.31 2.42
H 1.72 0.33 2.03
H 2.02 -1.04 -0.03
H 0.50 -1.87 -0.02
H -2.03 -0.25 0.25
H -1.29 1.55 0.38
*
```

***

One molecule with the formula C6H8, computed with ωB97M-V/def2-TZVPD.

Output
Kohn-Sham gap: 0.349 Eh
SMILES string: CC1=CCC=C1
Energy above the lowest of the compared OMol25 structures with the same formula, charge and spin: 8.9 kcal/mol
E_HOMO: -8.33 eV
LUMO: 1.2 eV

Geometry as ORCA input:
```
! RIJCOSX wB97M-V def2-TZVPD def2/J DEFGRID3
* xyz 0 1
C 1.68 1.39 0.29
C 0.54 0.39 0.06
C -0.72 0.80 -0.15
C -1.61 -0.34 -0.24
C -0.64 -1.49 -0.06
C 0.61 -1.07 0.10
H 2.56 1.01 -0.34
H 1.95 1.41 1.39
H 1.36 2.44 0.01
H -1.04 1.86 -0.36
H -2.09 -0.48 -1.23
H -2.51 -0.24 0.45
H -0.98 -2.49 -0.15
H 1.54 -1.63 0.26
*
```